46
Properties=species:S:1:pos:R:3:lowdin_charge:R:1 method="wB97M-V/def2-TZVPD" total_energy_ev=-139722.9513 charge=-1 homo_energy_ev=-4.41
Ni 0.027 1.131 0.391 0.111
Cl 2.686 2.093 -0.523 0.697
C 1.724 3.401 0.130 -0.669
C 0.455 3.087 0.603 -0.224
C -0.260 4.167 1.098 -0.661
Cl -1.861 3.884 1.764 0.650
C 0.226 5.472 1.127 -0.712
Cl -0.729 6.773 1.757 0.628
C 1.502 5.732 0.642 -0.720
Cl 2.134 7.341 0.662 0.633
C 2.263 4.683 0.139 -0.707
Cl 3.859 4.992 -0.466 0.631
C -3.832 2.258 -0.730 -0.470
Te -2.320 0.784 -0.926 1.353
C -3.086 -0.320 0.712 -0.383
H -4.792 1.792 -0.938 -0.008
H -3.646 3.063 -1.438 -0.005
H -3.803 2.654 0.279 -0.052
H -3.534 0.392 1.401 0.011
H -2.254 -0.824 1.188 -0.007
H -3.821 -1.036 0.354 0.002
F 0.584 -0.791 2.470 0.000
C 0.435 0.551 2.108 -0.535
F -0.634 0.937 2.901 0.002
F 1.523 1.128 2.707 0.034
C 1.711 -2.276 -2.394 -0.011
C 1.486 -2.528 -0.906 -0.488
C 2.555 -3.457 -0.358 -0.009
O 1.598 -1.260 -0.243 0.073
B 0.325 -0.719 -0.083 -0.693
O -0.629 -1.680 -0.450 -0.034
C 0.029 -2.954 -0.581 -0.483
C -0.097 -3.665 0.761 -0.007
C -0.666 -3.752 -1.670 -0.010
H 2.683 -1.800 -2.522 0.093
H 0.950 -1.605 -2.791 0.096
H 1.699 -3.204 -2.969 0.085
H 3.540 -3.078 -0.629 0.089
H 2.448 -4.462 -0.776 0.089
H 2.505 -3.516 0.727 0.086
H 0.375 -3.086 1.553 0.088
H 0.348 -4.661 0.729 0.086
H -1.156 -3.768 1.001 0.093
H -0.726 -3.193 -2.601 0.083
H -1.682 -3.990 -1.352 0.088
H -0.140 -4.691 -1.856 0.090